Record 1
C50H106N10O10 | wB97M-V/def2-TZVPD

The geometry in XYZ format:
```
176
C50H106N10O10 wB97M-V/def2-TZVPD
C -4.183 5.479 -2.023
C -4.077 5.701 -3.529
C -2.732 6.188 -3.887
C -2.052 7.191 -2.961
N -1.503 7.879 -2.196
H -3.676 6.207 -1.390
H -3.845 4.510 -1.655
H -5.226 5.735 -1.835
H -4.672 6.601 -3.687
H -4.421 4.823 -4.075
H -2.561 6.680 -4.845
H -1.964 5.416 -3.845
C -0.297 2.233 -2.304
C 0.074 2.444 -0.791
C -1.147 2.659 0.116
C -2.023 1.550 0.504
N -2.598 0.616 0.860
H -1.271 1.858 -2.619
H 0.461 1.626 -2.799
H -0.422 3.218 -2.753
H 0.813 3.221 -0.592
H 0.653 1.544 -0.584
H -1.771 3.503 -0.178
H -0.596 2.976 1.002
C 0.595 -0.444 5.258
C 0.738 -0.153 3.706
C -0.072 1.129 3.330
C 0.341 2.323 4.108
N 0.662 3.269 4.675
H -0.475 -0.616 5.370
H 0.961 0.325 5.939
H 1.121 -1.320 5.638
H 0.339 -0.950 3.079
H 1.738 0.098 3.351
H -1.152 1.028 3.443
H 0.143 1.391 2.295
C -2.369 -3.085 1.324
O -1.155 -3.859 1.194
C -1.129 -5.274 1.232
C -1.601 -6.043 2.574
N -0.867 -5.633 3.736
C 0.579 -5.774 3.792
C 1.087 -7.151 3.238
O 0.363 -8.291 3.722
C 0.642 -9.458 2.948
H -2.616 -3.091 2.386
H -3.286 -3.376 0.813
H -2.217 -2.052 1.013
H -0.163 -5.603 0.847
H -1.879 -5.453 0.462
H -1.332 -7.088 2.422
H -2.685 -5.938 2.628
H -1.320 -5.008 4.388
H 1.087 -5.714 4.754
H 0.982 -5.030 3.104
H 2.135 -7.305 3.493
H 1.079 -7.208 2.150
H 0.233 -10.321 3.474
H 1.722 -9.602 2.925
H 0.375 -9.380 1.894
C 3.128 -0.256 -0.392
O 4.242 -0.310 0.485
C 4.403 -1.570 1.214
C 5.709 -1.627 2.042
N 6.894 -1.861 1.189
C 6.969 -3.288 0.799
C 8.206 -3.544 -0.010
O 8.123 -2.977 -1.316
C 8.438 -3.874 -2.440
H 3.212 -0.884 -1.279
H 3.073 0.674 -0.958
H 2.176 -0.269 0.139
H 4.320 -2.341 0.448
H 3.511 -1.829 1.786
H 5.929 -2.381 2.798
H 5.819 -0.649 2.510
H 6.988 -1.347 0.324
H 6.077 -3.597 0.254
H 7.015 -3.967 1.651
H 8.378 -4.616 0.085
H 9.106 -3.121 0.437
H 8.544 -3.413 -3.422
H 7.574 -4.537 -2.489
H 9.406 -4.346 -2.274
C 0.008 -1.911 -1.642
O 1.126 -2.267 -2.386
C 0.974 -3.424 -3.150
C 2.207 -4.021 -3.661
N 3.101 -4.462 -2.564
C 4.495 -4.446 -2.968
C 4.741 -5.770 -3.692
O 6.178 -5.892 -3.963
C 6.456 -7.113 -4.671
H -0.069 -2.561 -0.770
H -0.964 -1.914 -2.135
H 0.154 -0.894 -1.277
H 0.463 -3.053 -4.040
H 0.200 -4.082 -2.754
H 2.734 -3.365 -4.354
H 1.927 -4.879 -4.271
H 2.908 -4.009 -1.682
H 5.090 -4.460 -2.055
H 4.660 -3.690 -3.736
H 4.165 -5.859 -4.613
H 4.334 -6.510 -3.004
H 6.434 -8.067 -4.145
H 7.532 -7.030 -4.819
H 6.044 -7.151 -5.680
C -1.044 6.295 0.837
O -1.114 6.094 2.204
C 0.056 6.543 2.859
C -0.287 7.229 4.170
N 0.882 7.124 5.025
C 0.797 7.873 6.337
C 2.164 8.317 6.878
O 2.088 8.610 8.239
C 1.433 9.780 8.608
H -1.292 7.312 0.534
H -1.946 5.794 0.484
H -0.228 5.860 0.260
H 0.697 7.152 2.222
H 0.601 5.626 3.086
H -1.123 6.706 4.635
H -0.493 8.258 3.876
H 1.208 6.171 5.106
H 0.432 7.211 7.122
H 0.069 8.684 6.369
H 2.626 9.127 6.313
H 2.915 7.528 6.826
H 1.525 10.604 7.900
H 1.878 10.084 9.556
H 0.352 9.686 8.712
C -6.515 -4.893 0.023
O -5.978 -3.833 -0.680
C -6.818 -2.721 -0.949
C -6.100 -1.426 -1.418
N -5.386 -1.532 -2.711
C -4.062 -2.282 -2.522
C -3.091 -2.152 -3.796
O -2.775 -0.810 -4.015
C -1.803 -0.435 -4.905
H -6.734 -4.553 1.036
H -5.630 -5.515 0.159
H -7.343 -5.460 -0.403
H -7.380 -2.553 -0.031
H -7.661 -3.089 -1.533
H -5.457 -1.034 -0.631
H -6.788 -0.684 -1.822
H -5.266 -0.640 -3.168
H -4.080 -3.322 -2.198
H -3.591 -1.596 -1.817
H -3.532 -2.682 -4.641
H -2.185 -2.681 -3.500
H -0.790 -0.679 -4.585
H -1.810 0.654 -4.945
H -2.061 -0.686 -5.934
N -0.953 4.908 -7.669
C -0.379 6.109 -7.290
C 0.368 5.859 -6.060
C 0.315 4.494 -5.772
C -0.466 3.932 -6.802
H -1.563 4.765 -8.462
H -0.628 6.973 -7.889
H 0.927 6.588 -5.492
H 0.610 4.093 -4.813
H -0.913 2.949 -6.841
N -5.277 1.727 1.441
C -5.789 2.114 2.686
C -6.945 2.845 2.335
C -7.137 2.836 0.996
C -6.081 2.168 0.455
H -4.377 1.295 1.289
H -5.311 2.092 3.654
H -7.609 3.381 2.998
H -7.907 3.388 0.477
H -5.958 1.979 -0.601
```

Results
* net charge: -1
* ⟨S²⟩: 0.751
* HOMO energy (spin up / spin down): 0.430 / -6.002 eV
* HOMO-LUMO gap (spin up / spin down): 1.4 / 7.7 eV
* spin multiplicity: 2

These are the Mulliken partial charges, in e, on atoms 1 to 6: -0.91, -0.91, 0.30, -0.12, -0.52, 0.25


Record 2
C50H112O23S4 | wB97M-V/def2-TZVPD

The geometry in XYZ format:
```
189
C50H112O23S4 wB97M-V/def2-TZVPD
C 17.616 14.108 19.017
C 17.160 15.464 18.431
C 17.649 16.379 19.476
O 17.672 15.667 20.725
C 17.349 14.254 20.471
H 18.706 14.075 18.840
H 17.245 13.200 18.560
H 16.032 15.502 18.400
H 17.560 15.569 17.438
H 17.156 17.377 19.624
H 18.621 16.739 19.178
H 16.267 14.129 20.794
H 18.020 13.800 21.114
C 14.629 10.272 11.706
C 13.705 10.554 10.488
C 12.726 11.615 11.089
O 12.596 11.225 12.473
C 13.607 10.230 12.808
H 15.248 11.178 11.956
H 15.355 9.444 11.671
H 13.077 9.724 10.216
H 14.149 11.020 9.598
H 11.703 11.622 10.667
H 13.022 12.653 10.970
H 13.175 9.227 12.920
H 13.972 10.528 13.794
C 15.210 18.296 15.409
C 14.962 16.794 15.660
C 13.491 16.597 15.360
O 13.024 17.879 14.887
C 14.055 18.675 14.428
H 16.211 18.511 15.060
H 14.982 18.748 16.402
H 15.068 16.612 16.761
H 15.688 16.196 15.073
H 12.954 16.264 16.238
H 13.333 15.897 14.562
H 13.832 19.767 14.459
H 14.278 18.404 13.369
C 11.191 13.434 15.119
C 11.680 12.811 16.447
C 10.370 12.710 17.141
O 9.435 12.219 16.123
C 9.978 12.633 14.819
H 11.957 13.520 14.360
H 10.959 14.472 15.361
H 12.399 13.443 17.009
H 12.073 11.816 16.201
H 10.031 13.654 17.588
H 10.361 11.942 17.872
H 9.221 13.243 14.338
H 10.296 11.760 14.248
C 20.192 18.105 16.858
C 18.949 18.458 16.074
C 19.460 19.380 14.998
O 20.810 19.052 14.809
C 21.361 18.633 16.049
H 20.234 16.997 17.069
H 20.241 18.633 17.852
H 18.094 18.798 16.719
H 18.542 17.545 15.615
H 19.305 20.411 15.379
H 18.976 19.332 14.045
H 21.852 19.488 16.531
H 22.054 17.849 15.867
C 19.457 11.162 10.037
C 18.077 10.792 9.762
C 17.453 12.044 9.142
O 18.107 13.122 9.745
C 19.315 12.666 10.344
H 20.105 11.140 9.150
H 19.983 10.534 10.803
H 17.511 10.642 10.704
H 18.023 9.934 9.096
H 16.347 12.075 9.410
H 17.497 12.068 8.028
H 19.300 12.875 11.388
H 20.102 13.187 9.880
C 12.573 15.162 21.066
C 13.064 13.677 21.021
C 13.496 13.477 19.572
O 13.517 14.781 18.928
C 13.457 15.743 19.934
H 12.888 15.712 21.986
H 11.501 15.257 20.875
H 12.318 12.929 21.355
H 13.955 13.531 21.658
H 12.701 12.931 19.078
H 14.437 12.931 19.410
H 13.131 16.704 19.553
H 14.536 15.944 20.353
C 15.301 10.486 18.191
C 13.847 10.136 18.011
C 13.877 9.048 16.866
O 15.087 9.309 16.209
C 16.016 9.485 17.250
H 15.623 10.265 19.229
H 15.533 11.543 17.967
H 13.292 10.961 17.619
H 13.348 9.770 18.894
H 13.044 8.984 16.160
H 13.942 8.055 17.248
H 16.948 9.851 16.794
H 16.282 8.502 17.640
C 18.212 8.234 13.772
C 18.883 7.996 15.102
C 20.031 7.064 14.696
O 20.428 7.495 13.355
C 19.444 8.378 12.815
H 17.683 9.180 13.799
H 17.699 7.362 13.461
H 18.190 7.551 15.818
H 19.355 8.931 15.411
H 19.698 5.982 14.647
H 20.906 7.196 15.328
H 19.239 8.098 11.790
H 19.889 9.412 12.744
C 15.721 15.858 11.286
O 15.840 14.560 11.895
H 15.929 15.787 10.221
H 14.717 16.308 11.484
H 16.424 16.553 11.702
H 16.158 13.852 11.324
C 19.512 9.779 18.749
O 19.057 11.147 18.769
H 20.594 9.603 18.877
H 19.055 9.312 19.638
H 19.099 9.241 17.886
H 19.631 11.763 18.282
O 22.001 11.823 17.197
S 22.837 10.870 16.536
O 22.856 9.499 17.022
O 22.399 10.832 15.050
C 22.894 9.791 14.148
C 22.717 10.210 12.743
C 24.543 11.520 16.408
H 22.285 8.923 14.277
H 23.930 9.618 14.342
H 21.708 10.512 12.411
H 22.975 9.294 12.184
H 23.432 10.951 12.380
H 25.147 10.928 15.745
H 24.903 11.522 17.425
H 24.527 12.558 16.109
O 24.957 11.909 20.398
S 23.695 12.212 20.994
O 23.535 12.606 22.370
O 23.214 13.451 20.095
C 22.138 14.314 20.542
C 21.498 15.038 19.419
C 22.572 10.845 20.638
H 22.672 14.947 21.261
H 21.417 13.706 21.070
H 22.229 15.603 18.857
H 20.787 15.777 19.865
H 20.950 14.267 18.843
H 21.509 11.113 20.629
H 22.790 10.063 21.394
H 22.662 10.536 19.611
O 18.478 14.908 14.874
S 18.753 13.592 15.408
O 19.490 13.414 16.614
O 17.361 12.952 15.750
C 16.334 13.071 14.688
C 15.026 13.367 15.343
C 19.435 12.481 14.215
H 16.443 12.117 14.184
H 16.599 13.846 13.976
H 15.040 14.293 15.943
H 14.670 12.571 15.982
H 14.293 13.496 14.501
H 18.867 12.432 13.274
H 19.427 11.539 14.725
H 20.415 12.881 13.997
O 22.961 13.508 13.397
S 22.560 14.876 13.594
O 23.290 15.917 12.989
O 21.116 14.971 12.990
C 20.453 16.286 12.969
C 19.401 16.238 11.983
C 22.224 15.073 15.317
H 21.234 17.101 12.758
H 20.111 16.506 14.010
H 19.047 17.272 11.862
H 18.566 15.599 12.219
H 19.785 15.947 11.008
H 21.745 14.147 15.645
H 21.584 15.916 15.522
H 23.224 15.276 15.818
```

Results
* HOMO energy: -9.267 eV
* HOMO-LUMO gap: 9.7 eV

These are the Mulliken partial charges, in e, on atoms 1 to 6: 2.13, 3.14, -0.60, -0.56, -0.13, -1.64